This record from OMol25 describes a structure of composition C3H7BaMgO3 in a non-equilibrium geometry. The level of theory is the ωB97M-V functional and the def2-TZVPD basis.

The geometry in XYZ format:
```
15
Properties=species:S:1:pos:R:3:mulliken_charge:R:1
O 0.56 -0.80 3.18 -0.84
C 1.09 0.35 3.75 -0.41
C 0.40 1.60 3.22 -0.35
O 0.33 1.47 1.79 -0.29
C -0.05 2.57 1.08 -0.59
Ba 0.00 -1.06 1.05 0.88
H 2.18 0.44 3.54 0.25
H 0.99 0.36 4.85 0.29
H 0.95 2.52 3.47 0.35
H -0.63 1.68 3.59 0.29
H -0.24 2.10 -2.99 0.20
H 0.26 3.53 1.49 0.31
Mg -0.06 -0.57 -2.75 0.40
O -0.20 1.16 -3.49 -0.79
H -0.96 2.45 0.48 0.29
```

Computed properties:
**E_LUMO (alpha / beta)**: -0.52 / -0.57 eV
**Multiplicity**: 2
**Charge**: 0
**Kohn-Sham gap (alpha / beta)**: 0.1827 / 0.1806 hartree
**Calculated total energy**: -569.69828 Ha
**HOMO energy (alpha / beta)**: -5.5 / -5.5 eV
**ΔE to the lowest compared entry with this formula, charge and spin**: 0.0 kJ/mol

=====

This record from OMol25 describes a cluster of 2 separate species, C6H11ClO in total in a non-equilibrium geometry. The level of theory is the ωB97M-V functional and the def2-TZVPD basis.

The geometry in XYZ format:
```
19
Properties=species:S:1:pos:R:3:mulliken_charge:R:1
C 1.14 1.52 2.41 -0.55
C 2.01 1.56 1.43 0.20
C -0.78 0.70 -1.56 -1.19
C -1.67 -1.59 -0.83 -1.40
C 0.51 -0.70 0.00 -0.56
C -0.49 -0.81 -1.15 0.59
O 0.56 -1.62 0.76 -0.14
Cl 3.59 2.31 1.64 -0.23
H 1.29 2.03 3.39 0.25
H 0.20 1.10 2.15 0.25
H -0.20 1.00 -2.41 0.34
H -0.38 1.39 -0.84 0.30
H -1.86 0.85 -1.75 0.35
H -1.41 -2.48 -0.30 0.51
H -2.31 -0.94 -0.03 0.28
H -2.07 -1.86 -1.79 0.34
H 1.79 1.17 0.40 0.15
H 0.16 -1.17 -2.00 0.25
H -0.08 -2.46 0.47 0.27
```

Computed properties:
**E_LUMO**: 0.51 eV
**Charge**: 0
**Kohn-Sham gap**: 0.3157 hartree
**Calculated total energy**: -770.46698 Ha
**HOMO energy**: -8.1 eV
**ΔE to the lowest compared entry with this formula, charge and spin**: 478.9 kJ/mol

=====

This record from OMol25 describes a cluster of 4 separate species, C15H27NO11 in total in a non-equilibrium geometry. The level of theory is the ωB97M-V functional and the def2-TZVPD basis.

The geometry in XYZ format:
```
54
Properties=species:S:1:pos:R:3:mulliken_charge:R:1
C 1.76 1.76 -5.25 -0.71
O 2.36 0.59 -4.74 -0.38
C 2.98 0.76 -3.49 -0.54
C 2.03 1.18 -2.35 -0.66
N 2.09 0.29 -1.18 -0.32
C 1.42 -0.97 -1.45 -0.72
C 1.73 -1.95 -0.35 -0.42
O 3.09 -2.36 -0.53 -0.37
C 3.58 -3.06 0.58 -0.75
H 0.84 2.00 -4.70 0.29
H 1.44 1.51 -6.26 0.26
H 2.38 2.66 -5.24 0.32
H 3.85 1.42 -3.59 0.40
H 3.40 -0.20 -3.20 0.41
H 0.98 1.16 -2.67 0.41
H 2.29 2.19 -2.02 0.28
H 3.06 0.10 -0.97 0.23
H 1.63 -1.38 -2.45 0.36
H 0.34 -0.80 -1.46 0.51
H 1.13 -2.87 -0.29 0.57
H 1.65 -1.44 0.61 0.05
H 4.65 -3.23 0.45 0.26
H 3.04 -4.01 0.69 0.30
H 3.51 -2.49 1.52 0.27
O 0.88 1.65 3.43 -0.55
C 0.33 0.59 3.35 0.67
O 0.95 -0.55 2.99 -0.34
C -0.05 -1.54 2.68 0.04
C -1.30 -1.00 3.37 -0.23
O -0.97 0.39 3.57 -0.34
H -0.21 -1.48 1.60 -0.03
H 0.32 -2.49 3.07 0.33
H -1.46 -1.41 4.37 0.25
H -2.22 -1.10 2.80 0.18
O -2.53 -1.82 0.20 -0.51
C -3.48 -2.47 -0.08 0.66
O -3.70 -3.73 0.33 -0.34
C -4.90 -4.25 -0.24 -0.23
C -5.46 -3.06 -1.04 -0.27
O -4.47 -2.05 -0.89 -0.34
H -4.68 -5.14 -0.83 0.28
H -5.59 -4.46 0.57 0.24
H -6.42 -2.72 -0.64 0.24
H -5.65 -3.25 -2.10 0.26
O -1.52 6.98 0.83 -0.53
C -1.04 6.07 1.42 0.60
O -1.27 5.83 2.74 -0.36
C -0.67 4.60 3.13 -0.12
C 0.22 4.23 1.91 -0.11
O -0.24 5.14 0.89 -0.37
H -0.02 4.72 3.99 0.26
H -1.41 3.83 3.29 0.23
H 0.07 3.22 1.54 0.16
H 1.27 4.43 2.09 0.23
```

Computed properties:
**E_LUMO**: 0.22 eV
**Charge**: 0
**Kohn-Sham gap**: 0.3241 hartree
**Calculated total energy**: -1470.12032 Ha
**HOMO energy**: -8.6 eV
**ΔE to the lowest compared entry with this formula, charge and spin**: 0.0 kJ/mol

=====

Question: charge of number 3 (C15H27NO11)?
Answer: 0

=====

Question: Among the records above, which one has the highest ΔE to the lowest compared entry with this formula, charge and spin?
Answer: C6H11ClO

=====

Question: Which value of charge does entry 3 give?
Answer: 0